The following is a DFT calculation (ωB97M-V with the def2-TZVPD basis set) of a molecular structure, C14H19Cl2NO4Ti in a non-equilibrium geometry.

Calculated values
Calculated total energy: -2669.8849 Eh
Net charge: +2
2S+1: 1

```
41
Properties=species:S:1:pos:R:3:lowdin_charge:R:1
C -1.93208 -0.36579 -1.51639 -0.09
C 1.89587 2.38884 -0.93693 -0.07
C 1.04127 -0.57570 2.88143 -0.38
C 1.58151 -0.97119 5.18901 -0.06
H -2.37952 2.42525 -0.80265 0.16
H 1.67908 1.78548 -3.04247 0.15
N 0.23635 -0.27794 1.77459 -0.06
H -1.99024 -1.98695 -0.07809 0.16
C 0.64266 -0.66566 4.20873 -0.60
H 0.87655 -0.82633 -3.55045 0.15
C 0.84559 -2.20491 -1.83400 -0.08
H 4.38218 -1.27373 3.26003 0.13
H -1.51043 -0.12584 -2.49516 0.14
H 2.81897 2.45969 -0.36912 0.14
C 3.35167 -1.10532 3.53614 -0.06
C 1.41513 -1.00484 -2.62020 -0.08
H 1.25489 -1.03582 6.21760 0.12
O 0.88314 2.00392 0.03861 -0.25
H -1.79063 -2.50634 -1.76968 0.16
H 3.09776 1.09079 -2.22316 0.14
C 2.05274 1.37568 -2.10472 -0.08
H 1.63386 -2.73910 -1.31093 0.14
C 2.38667 -0.79712 2.61729 -0.46
O 1.28159 0.18694 -1.80114 -0.30
O -0.08574 -1.81480 -0.78015 -0.24
H -3.01810 -0.28097 -1.54836 0.16
C -1.53037 -1.74695 -1.03412 -0.07
H 1.63630 3.37263 -1.32184 0.15
H -0.26990 3.73047 -0.19025 0.16
Cl -1.00366 -0.39858 4.62725 0.75
C 2.91026 -1.18920 4.85808 -0.03
C -0.41958 2.68190 0.06042 -0.07
H -0.75947 2.59332 1.09014 0.15
O -1.40818 0.59480 -0.54925 -0.24
Cl 2.77806 -0.63866 0.85739 0.84
H 0.33492 -2.89190 -2.50595 0.15
Ti 0.45124 -0.02450 0.12010 0.94
H 3.61866 -1.42926 5.63892 0.13
H -1.04282 2.09331 -1.94158 0.15
H 2.47087 -1.16939 -2.83627 0.15
C -1.37630 2.01271 -0.90406 -0.08
```